1.
{
  "formula": "C4H4NO",
  "method": "ωB97M-V/def2-TZVPD",
  "total_charge": -1,
  "total_energy_ha": -284.6804,
  "orbital_gap_ha": 0.28081,
  "e_lumo_ev": 4.0047,
  "homo_ev": -3.6,
  "de_lowest_kj_mol": 0.0,
  "elements": ["C", "C", "C", "C", "N", "O", "H", "H", "H", "H"],
  "coordinates": [[-0.23834, 0.09905, -0.11640], [3.46878, -1.72985, -0.77260], [0.62507, 0.89852, 0.40486], [-0.87848, -0.82059, -0.71879], [3.62383, -0.76329, -0.13320], [3.63072, 0.17472, 0.75541], [1.60205, 0.43772, 0.61950], [0.45986, 1.98204, 0.63234], [-0.87969, -1.23662, -1.79268], [-1.54552, -1.47509, -0.14815]],
  "forces_ev_per_a": [[0.88, 1.00, -0.40], [0.26, 0.03, -0.50], [0.59, 1.18, 0.74], [-2.28, -3.26, -1.95], [-0.47, 0.08, 1.14], [0.24, -0.16, -0.64], [-0.01, 0.52, 0.23], [0.09, -1.17, -0.34], [0.54, 1.53, 1.51], [0.14, 0.24, 0.22]],
  "mulliken_charge": [0.320, -0.654, -0.530, -0.591, 0.425, -0.740, 0.183, 0.207, 0.206, 0.173]
}

=====

2.
{
  "formula": "C2HCl2NO2",
  "method": "ωB97M-V/def2-TZVPD",
  "smiles": "N#CC(Cl)(Cl)OO",
  "total_energy_ha": -1202.2762,
  "orbital_gap_ha": 0.37755,
  "e_lumo_ev": -0.9481,
  "homo_ev": -11.2,
  "de_lowest_kj_mol": 102.2,
  "elements": ["N", "C", "C", "Cl", "Cl", "O", "O", "H"],
  "coordinates": [[-2.69494, -0.81702, 0.29347], [-1.63467, -0.51762, 0.10145], [-0.27274, -0.12577, -0.22477], [-0.35277, 1.86719, 0.41852], [0.14460, 0.08588, -1.83252], [0.72226, -0.72058, 0.48803], [1.95630, -0.26129, 0.06297], [2.13196, 0.48921, 0.69284]],
  "forces_ev_per_a": [[-3.65, -1.03, 0.71], [4.21, 0.51, -0.76], [0.66, 2.81, 1.32], [0.06, -1.53, -0.12], [-0.47, -0.28, -1.91], [-1.68, -0.75, 0.81], [1.14, 0.95, 0.58], [-0.28, -0.68, -0.62]],
  "mulliken_charge": [-0.238, -0.055, 0.665, -0.268, -0.043, -0.091, -0.334, 0.364]
}

=====

3.
{
  "formula": "C30H64Br10O9Zr",
  "method": "ωB97M-V/def2-TZVPD",
  "total_energy_ha": -27645.8869,
  "orbital_gap_ha": 0.33277,
  "e_lumo_ev": 0.2219,
  "homo_ev": -8.8,
  "de_lowest_kj_mol": 91.7,
  "elements": ["Zr", "O", "H", "O", "H", "O", "H", "O", "H", "C", "C", "C", "O", "C", "H", "H", "H", "H", "H", "H", "H", "H", "C", "C", "C", "O", "C", "H", "H", "H", "H", "H", "H", "H", "H", "C", "C", "C", "O", "C", "H", "H", "H", "H", "H", "H", "H", "H", "C", "C", "C", "O", "C", "H", "H", "H", "H", "H", "H", "H", "H", "C", "C", "C", "O", "C", "H", "H", "H", "H", "H", "H", "H", "H", "Br", "C", "C", "Br", "H", "H", "H", "H", "Br", "C", "C", "Br", "H", "H", "H", "H", "Br", "C", "C", "Br", "H", "H", "H", "H", "Br", "C", "C", "Br", "H", "H", "H", "H", "Br", "C", "C", "Br", "H", "H", "H", "H"],
  "coordinates": [[0.60277, 0.98837, 1.63283], [-0.16188, 0.50156, -0.22615], [-0.76223, 0.44392, -0.99477], [1.43858, -0.77012, 2.19928], [1.68751, -1.61085, 2.63025], [1.10801, 2.91636, 1.01540], [1.22158, 3.87270, 0.85097], [-0.02573, 1.50385, 3.52218], [-0.35218, 1.48041, 4.44273], [-2.92911, 4.20560, 1.29028], [-3.64238, 3.16486, 0.53346], [-2.58975, 2.06523, 0.29178], [-1.53167, 2.22782, 1.32700], [-1.92624, 3.39372, 2.15084], [-3.53819, 4.88306, 1.88875], [-2.37771, 4.87413, 0.62913], [-4.08710, 3.52462, -0.39439], [-4.51177, 2.74948, 1.04310], [-2.13818, 2.25295, -0.68236], [-2.99814, 1.07122, 0.47415], [-1.15465, 3.99735, 2.62873], [-2.46054, 2.96273, 2.99752], [5.02588, 2.44838, 3.30153], [4.55578, 1.34509, 4.16199], [3.04747, 1.38724, 4.26086], [2.81818, 1.69177, 2.85254], [3.74669, 2.68743, 2.44187], [5.88326, 2.14713, 2.69965], [5.34741, 3.25978, 3.95448], [4.97868, 1.50442, 5.15390], [4.83562, 0.34201, 3.84010], [2.56407, 2.12906, 4.89658], [2.58278, 0.43786, 4.52703], [3.33706, 3.69662, 2.48487], [3.99433, 2.60513, 1.38357], [-2.16850, -5.15517, -0.82496], [-3.62896, -4.96455, -1.10082], [-4.39102, -5.96476, -0.17007], [-3.29542, -6.59443, 0.48653], [-2.14969, -5.79438, 0.56353], [-1.62916, -4.21116, -0.90274], [-1.73665, -5.84176, -1.55310], [-3.87103, -5.01999, -2.16215], [-3.90803, -3.96263, -0.77469], [-4.90614, -6.69228, -0.79733], [-5.00404, -5.50677, 0.60617], [-1.22134, -6.35359, 0.67991], [-2.24718, -5.08822, 1.38811], [-3.54137, -1.21588, 2.46902], [-2.70537, -2.40558, 1.93294], [-1.52476, -1.78901, 1.31038], [-1.29407, -0.62304, 2.15571], [-2.35797, -0.44050, 3.06725], [-4.29655, -1.59748, 3.15617], [-3.97386, -0.69689, 1.61362], [-3.30385, -3.02020, 1.26050], [-2.44832, -3.08972, 2.74163], [-1.87177, -1.57488, 0.29953], [-0.67243, -2.46715, 1.26839], [-2.60943, 0.60850, 3.22369], [-2.03995, -0.72419, 4.07049], [4.20454, 0.85537, -1.72172], [4.92085, 0.54873, -0.46392], [3.82694, -0.04794, 0.40032], [2.60084, 0.65923, 0.07060], [2.74397, 1.05085, -1.31036], [4.24009, -0.05110, -2.32599], [4.62970, 1.72286, -2.22651], [5.32458, 1.43092, 0.03291], [5.70908, -0.16134, -0.71413], [4.07422, -0.08552, 1.46124], [3.75272, -1.12433, 0.24547], [2.63198, 2.13190, -1.39337], [2.10722, 0.49065, -1.99507], [-6.36159, -2.16162, -1.46638], [-5.78796, -0.27574, -1.22005], [-7.05387, 0.64568, -1.42333], [-6.61311, 2.58255, -1.40101], [-5.00364, 0.00545, -1.92281], [-5.31016, -0.13102, -0.25110], [-7.84957, 0.42961, -0.71039], [-7.45671, 0.41292, -2.40905], [-2.71858, -1.63401, -2.72800], [-0.73836, -1.33175, -2.99957], [-0.09925, -2.47472, -3.77094], [1.86136, -2.45820, -3.42608], [-0.27696, -1.20093, -2.02074], [-0.72216, -0.42195, -3.59965], [-0.29860, -2.28718, -4.82601], [-0.41545, -3.47563, -3.47718], [4.11319, 4.60504, -7.06233], [3.47269, 3.42296, -5.60315], [3.46766, 1.98893, -6.06462], [2.45851, 0.80068, -4.77421], [2.44423, 3.68319, -5.35285], [4.16399, 3.51724, -4.76570], [4.45285, 1.54940, -6.22058], [2.93293, 1.82226, -6.99970], [0.77273, -5.08845, 2.48404], [2.52111, -4.38928, 3.05260], [3.33804, -3.93488, 1.82899], [5.06566, -3.18484, 2.57564], [2.97963, -5.20101, 3.61734], [2.48881, -3.61929, 3.82343], [2.82370, -3.17099, 1.24586], [3.54329, -4.78179, 1.17422], [-1.56165, 3.12919, -3.73847], [0.24075, 3.36172, -2.92876], [0.79692, 4.70060, -3.20792], [2.71030, 4.79148, -2.59925], [0.89075, 2.55906, -3.27708], [0.21047, 3.15096, -1.85975], [0.22689, 5.48437, -2.70904], [0.73263, 4.96508, -4.26339]],
  "forces_ev_per_a": [[-0.34, 1.06, -0.12], [-0.07, -0.36, -0.34], [0.59, 0.28, 1.22], [0.44, -0.57, 0.07], [-0.46, 1.22, -0.45], [0.07, 0.11, -0.05], [-0.17, -1.30, 0.32], [-0.01, -0.05, 0.24], [0.45, -0.12, -1.27], [1.61, 0.71, 1.02], [-0.94, -1.18, -0.74], [0.61, 0.74, 1.07], [-1.32, 1.72, -0.13], [-1.20, -0.56, -0.03], [-0.19, -0.28, 0.19], [0.20, -0.10, -0.23], [0.38, 0.00, -0.18], [0.11, 0.01, 0.51], [0.12, -0.62, 0.01], [0.15, -0.08, -0.63], [0.68, -0.46, -0.82], [-0.23, -0.03, 0.17], [-0.54, 0.54, -0.86], [0.37, -1.33, 3.14], [0.22, 0.17, -1.74], [-1.01, -0.04, -0.06], [0.80, 0.53, -0.34], [-0.05, 0.10, -0.09], [-0.24, 0.39, -0.41], [0.23, -0.45, 0.25], [0.07, 0.07, -0.19], [0.37, 0.44, -0.02], [0.08, -0.06, -0.47], [-0.22, 0.03, 0.65], [-0.36, -0.62, -0.04], [0.72, 0.28, 0.01], [-1.46, 1.13, 0.39], [2.18, 0.42, -0.88], [-0.35, -2.28, 1.12], [-0.23, 0.68, -1.19], [0.12, 0.06, 0.08], [0.14, -0.14, 0.11], [-0.16, -0.21, 0.10], [-0.05, 0.21, -0.22], [-0.23, -0.18, 0.54], [-0.39, 0.18, -0.38], [-0.37, -0.50, 0.27], [0.12, 0.31, 0.03], [1.60, -1.25, 0.21], [-1.97, -1.32, 0.71], [-0.38, 0.17, 0.10], [0.55, 0.02, -1.19], [-1.14, 0.82, 0.44], [-0.02, 0.47, 0.05], [-0.16, 0.22, 0.18], [0.11, 0.06, -0.35], [0.10, 0.17, 0.36], [0.71, 0.90, -0.23], [0.28, 0.48, 0.15], [0.34, 0.29, -0.66], [-0.11, -0.77, 0.04], [-0.58, -0.53, -0.59], [0.33, -0.25, 0.98], [0.21, -0.84, 0.60], [1.47, -0.59, -0.20], [0.54, 1.12, -0.08], [0.27, 0.25, -0.49], [-0.19, -0.18, -0.33], [0.18, 0.04, -0.11], [0.23, 0.05, 0.61], [-0.50, 0.98, 0.16], [-0.53, -0.22, -0.80], [-1.08, -0.08, 0.25], [-0.42, 0.10, 0.49], [0.45, 1.00, 0.17], [-0.86, 1.27, 0.00], [0.87, -1.00, -0.29], [-0.23, -1.07, 0.04], [-0.30, -0.44, -0.38], [-0.46, -0.39, 0.21], [0.32, 0.30, 0.20], [0.09, 0.34, 0.01], [1.07, -0.04, -0.09], [-0.40, -0.23, 0.06], [-0.08, 0.22, 0.07], [-0.74, 0.04, -0.23], [-0.30, 0.07, 0.02], [0.18, 0.01, 0.29], [0.42, -0.43, -0.01], [-0.07, 0.28, 0.03], [-0.28, -0.50, 0.60], [0.09, -0.63, -0.21], [-0.37, -0.89, -0.58], [0.75, 0.74, -0.77], [0.36, 0.45, 0.01], [-0.32, 0.38, -0.15], [-0.03, 0.08, 0.45], [-0.13, 0.29, 0.16], [0.43, 0.50, 0.23], [0.70, -0.11, 0.03], [-0.07, -0.31, 0.96], [-1.06, -0.44, -0.71], [0.16, -0.24, -0.58], [-0.81, 0.36, -0.40], [0.23, 0.23, 0.27], [0.37, 0.15, 0.16], [0.85, 0.12, 0.45], [0.24, -1.40, 0.66], [0.03, 1.10, -0.35], [-1.19, 0.15, -0.13], [-0.29, 0.10, -0.60], [-0.60, 0.20, 0.16], [0.37, -0.03, 0.34], [0.53, -0.18, -0.05]],
  "mulliken_charge": [0.627, 0.453, -0.358, -0.299, -0.219, -0.483, 0.041, -0.637, 0.140, -0.727, -0.443, 0.520, 1.092, -0.772, 0.432, 0.287, 0.186, 0.305, -0.365, -0.397, 0.295, 0.262, -0.587, -0.552, -0.552, 0.260, -0.429, 0.198, 0.352, 0.504, 0.089, 0.336, 0.143, 0.466, -0.135, -0.048, -0.002, -0.575, -0.529, 0.045, -0.114, 0.342, 0.443, -0.312, 0.301, 0.303, 0.199, -0.017, -0.067, -0.303, 0.343, 0.344, -0.478, 0.514, -0.459, 0.029, 0.272, -0.524, -0.146, -0.106, 0.390, -0.554, -0.812, 0.284, 0.669, 1.036, 0.318, 0.231, 0.272, 0.415, -0.344, -0.045, -0.462, -0.781, -0.121, -0.150, -0.641, -0.194, 0.304, -0.004, 0.436, 0.406, -0.175, -0.086, -0.534, -0.200, -0.304, 0.408, 0.441, 0.396, -0.158, -0.184, -0.758, -0.039, 0.025, 0.237, 0.408, 0.420, -0.119, -0.776, -0.351, -0.184, 0.469, 0.391, 0.115, 0.491, -0.195, 0.484, -0.793, -0.199, -0.198, -0.164, 0.500, 0.488]
}

=====

4.
{
  "formula": "C6H7F2IN",
  "method": "ωB97M-V/def2-TZVPD",
  "total_charge": 1,
  "smiles": "[NH3+]/C=C/C=C\\C(F)=C(\\F)I",
  "total_energy_ha": -784.5965,
  "orbital_gap_ha": 0.31307,
  "e_lumo_ev": -3.9916,
  "homo_ev": -12.5,
  "de_lowest_kj_mol": 73.9,
  "elements": ["N", "C", "C", "C", "C", "C", "F", "C", "F", "I", "H", "H", "H", "H", "H", "H", "H"],
  "coordinates": [[1.21323, 1.50150, 1.38174], [0.39295, 1.01547, 0.17641], [0.93592, 0.25407, -0.78225], [0.25282, -0.56519, -1.70507], [-0.61199, -1.52405, -1.41746], [-0.99598, -1.55013, -0.02538], [-0.49597, -2.53995, 0.68069], [-1.55859, -0.44311, 0.60367], [-1.68471, -0.41414, 1.99047], [-3.13535, 0.67488, -0.33004], [1.38436, 2.58054, 1.37379], [2.21359, 1.07212, 1.36965], [0.86319, 1.23135, 2.35473], [-0.67254, 1.19159, 0.14974], [2.03012, 0.22467, -1.13109], [0.65976, -0.31477, -2.70197], [-0.79080, -2.39485, -1.98762]],
  "forces_ev_per_a": [[2.05, 1.08, 0.13], [1.24, -0.42, 0.53], [2.46, 1.58, 0.36], [0.09, 1.17, -2.69], [-0.16, -0.14, 1.49], [-1.47, 2.09, 0.93], [0.16, -0.52, 0.68], [-1.66, -2.79, 0.40], [0.46, -0.13, -1.74], [0.86, -0.42, 0.41], [-0.61, -2.21, 0.10], [-2.04, 0.78, -0.30], [-0.11, 0.38, -1.73], [0.68, 0.89, 0.69], [-1.22, 0.30, 1.53], [-0.42, -1.15, 0.16], [-0.32, -0.50, -0.97]],
  "mulliken_charge": [-0.404, 0.175, -0.561, -0.269, -0.797, 0.698, -0.249, -0.316, -0.328, 0.259, 0.415, 0.420, 0.401, 0.369, 0.312, 0.393, 0.481]
}